Entry 1:
{"formula": "C19H37ClDySi4Te", "method": "ωB97M-V/def2-TZVPD", "s_squared": 9.3544, "total_charge": -1, "spin_multiplicity": 6, "homo_energy_ev": [-2.47, -2.48], "orbital_gap_ev": [4.31, 4.18], "species": ["C", "C", "C", "H", "C", "C", "H", "H", "H", "H", "Dy", "Cl", "C", "C", "C", "H", "C", "C", "H", "H", "H", "H", "C", "Si", "C", "C", "Si", "Te", "Si", "C", "C", "C", "Si", "C", "C", "C", "H", "H", "H", "H", "H", "H", "H", "H", "H", "H", "H", "H", "H", "H", "H", "H", "H", "H", "H", "H", "H", "H", "H", "H", "H", "H", "H"], "coordinates": [[-2.8780, -1.1426, -3.5822], [-2.0068, -1.3567, -4.6965], [-1.5486, -0.0857, -5.0965], [-1.8232, -2.2845, -5.2015], [-2.0526, 0.9062, -4.2461], [-2.9067, 0.2604, -3.3053], [-3.4508, 0.7382, -2.5044], [-3.3920, -1.9318, -3.0210], [-0.9132, 0.1020, -5.9446], [-1.8969, 1.9454, -4.3537], [-1.2276, -0.9892, -1.7952], [-0.0039, -3.0810, -1.9857], [3.1069, -0.0061, -3.4161], [2.6027, 1.2321, -3.9365], [1.9405, 0.9233, -5.1580], [2.6229, 2.1941, -3.4376], [2.1259, -0.4782, -5.4535], [2.8280, -1.0558, -4.3600], [3.0553, -2.1063, -4.2184], [3.5340, -0.1434, -2.4237], [1.3849, 1.6248, -5.7795], [1.6465, -1.0103, -6.2664], [-3.4110, 0.0731, 1.1055], [-1.9493, -0.9272, 1.7274], [-2.0532, -1.2409, 3.5650], [-1.8892, -2.5621, 0.8049], [-0.0082, 0.3455, 1.2862], [-0.3127, 1.7554, -0.6019], [-0.0381, 2.2067, 2.7266], [-0.0087, 1.7475, 4.5441], [1.4552, 3.2655, 2.3247], [-1.5940, 3.1835, 2.3605], [1.9610, -0.8957, 1.7978], [1.9491, -1.2966, 3.6337], [2.0466, -2.5098, 0.8179], [3.4196, 0.1922, 1.3371], [-4.2909, -0.5729, 1.2653], [-3.3608, 0.3338, 0.0290], [-3.5493, 1.0152, 1.6704], [-2.9537, -1.8749, 3.6933], [-1.1792, -1.7838, 3.9750], [-2.1982, -0.3141, 4.1552], [-1.9605, -2.4901, -0.3360], [-1.0188, -3.1935, 1.0493], [-2.8072, -3.0936, 1.1134], [0.9244, 1.2499, 4.8482], [-0.0674, 2.7264, 5.0528], [-0.8694, 1.1369, 4.8562], [1.5383, 3.5253, 1.2544], [1.3185, 4.2072, 2.8922], [2.4174, 2.8263, 2.6492], [-1.7136, 3.4534, 1.2940], [-2.5247, 2.6848, 2.6951], [-1.4980, 4.1262, 2.9365], [1.0621, -1.8799, 3.9494], [2.8568, -1.9143, 3.7898], [2.0277, -0.3962, 4.2729], [2.2107, -2.3376, -0.2646], [2.9320, -3.0367, 1.2163], [1.1681, -3.1636, 0.9455], [3.3693, 0.5539, 0.2932], [3.5349, 1.0654, 2.0095], [4.3173, -0.4460, 1.4475]], "mulliken_spin": [0.025, -0.002, 0.002, 0.000, -0.016, 0.001, -0.006, -0.006, 0.001, 0.001, 4.916, 0.008, 0.001, 0.000, 0.000, 0.000, 0.000, 0.000, 0.000, 0.000, 0.000, 0.000, 0.003, 0.012, 0.000, -0.003, 0.038, 0.018, -0.003, 0.000, 0.001, 0.000, -0.001, 0.000, 0.002, 0.000, 0.000, 0.001, 0.000, 0.000, 0.000, 0.000, 0.005, 0.002, 0.000, 0.000, 0.000, 0.000, 0.000, 0.000, 0.000, 0.000, 0.000, 0.000, 0.000, 0.000, 0.000, -0.001, 0.000, 0.000, 0.000, 0.000, 0.000]}

Entry 2:
{"formula": "C19H37F3N5O4PtSSi3", "method": "ωB97M-V/def2-TZVPD", "total_charge": -1, "homo_energy_ev": -5.39, "orbital_gap_ev": 7.84, "species": ["Pt", "C", "O", "Si", "C", "C", "C", "Si", "C", "C", "C", "Si", "C", "C", "C", "H", "H", "H", "H", "H", "H", "H", "H", "H", "H", "H", "H", "H", "H", "H", "H", "H", "H", "H", "H", "H", "H", "H", "H", "H", "H", "H", "F", "C", "F", "F", "C", "O", "O", "N", "C", "O", "C", "C", "N", "C", "N", "H", "H", "C", "N", "C", "S", "N", "C", "H", "H", "H", "H", "H", "H", "H", "H"], "coordinates": [[-0.5805, -0.3645, 0.7031], [-1.9721, 3.8170, 1.7270], [-1.7227, 2.6554, 0.9811], [-1.0120, 2.6303, -0.5300], [0.5913, 3.6275, -0.4985], [-2.1310, 3.7630, -1.5422], [-0.8696, 0.8478, -1.0763], [-2.5318, 0.2895, -1.8085], [-2.7342, -1.4575, -2.4818], [-3.0049, 1.2487, -3.3780], [-3.8789, 0.5530, -0.5132], [0.6234, 0.4888, -2.1326], [2.3190, 0.4817, -1.3066], [0.5544, -1.1567, -3.0439], [0.8093, 1.7563, -3.5393], [-2.8065, 4.3923, 1.3097], [-1.0951, 4.4723, 1.7788], [-2.2314, 3.5230, 2.7452], [0.4520, 4.5040, 0.1417], [0.8186, 3.9990, -1.4996], [1.4477, 3.0763, -0.1223], [-2.0516, 4.7634, -1.1035], [-3.1787, 3.4649, -1.4983], [-1.8299, 3.8403, -2.5884], [-2.1958, -1.5958, -3.4196], [-3.8026, -1.5466, -2.7081], [-2.4659, -2.2554, -1.7993], [-2.1855, 1.2161, -4.1006], [-3.2857, 2.2883, -3.2348], [-3.8544, 0.7345, -3.8376], [-3.4834, 0.4449, 0.4982], [-4.6849, -0.1731, -0.6472], [-4.3134, 1.5534, -0.5866], [2.4824, -0.4586, -0.7768], [2.4957, 1.3051, -0.6150], [3.0574, 0.5441, -2.1125], [0.2756, -2.0001, -2.4140], [1.5556, -1.3533, -3.4398], [-0.1332, -1.1241, -3.8905], [1.1246, 2.7335, -3.1699], [-0.1268, 1.8964, -4.0846], [1.5631, 1.4185, -4.2563], [0.3510, -5.3286, -0.5423], [-0.5654, -4.3952, -0.8066], [-0.7185, -4.3411, -2.1430], [-1.7338, -4.8220, -0.2902], [-0.1574, -3.0017, -0.2566], [-1.1542, -2.2231, -0.1210], [1.0302, -2.8031, -0.0452], [-1.1164, -3.5989, 2.5960], [-0.2687, -2.6011, 2.9643], [-0.5255, -1.4139, 2.6154], [0.8244, -2.9242, 3.8096], [1.0477, -4.2663, 4.1902], [1.2083, -5.3823, 4.4486], [1.6568, -1.9138, 4.3382], [2.3679, -1.1131, 4.7738], [-1.8166, -3.3670, 1.9122], [-0.8668, -4.5629, 2.7387], [3.3268, -1.7107, 2.3111], [2.2947, -0.8337, 1.7821], [2.0157, 0.3793, 2.2142], [0.5672, 1.2298, 1.8548], [2.9053, 1.0241, 3.0126], [4.3317, 1.0755, 2.7202], [2.9295, -2.7235, 2.2971], [3.5481, -1.4349, 3.3402], [4.2367, -1.6835, 1.7087], [1.6491, -1.2610, 1.1157], [2.5175, 1.8535, 3.4313], [4.9242, 0.5821, 3.4922], [4.6480, 2.1162, 2.6460], [4.5348, 0.6017, 1.7625]], "lowdin_charge": [0.835, -0.161, -0.365, 0.267, -0.175, -0.163, -0.579, 0.418, -0.177, -0.178, -0.174, 0.379, -0.176, -0.161, -0.176, 0.080, 0.073, 0.084, 0.026, 0.021, -0.011, 0.032, 0.019, 0.033, 0.022, 0.033, 0.005, 0.017, -0.001, 0.029, 0.018, 0.025, 0.022, 0.014, 0.005, 0.033, 0.005, 0.040, 0.026, 0.008, 0.010, 0.027, 0.153, -0.544, 0.143, 0.134, -0.596, -0.173, 0.056, 0.193, -0.498, -0.176, -0.205, -0.252, 0.113, -0.231, 0.147, 0.098, 0.098, -0.089, -0.001, -0.736, 0.761, -0.053, -0.075, 0.091, 0.038, 0.086, 0.059, 0.107, 0.081, 0.082, 0.080]}

Entry 3:
{"formula": "C19H37F5N5O4PdS2Si4Te2", "method": "ωB97M-V/def2-TZVPD", "total_charge": 1, "homo_energy_ev": [-10.60, -10.60], "orbital_gap_ev": [3.50, 3.96], "species": ["Pd", "C", "C", "N", "N", "C", "S", "N", "N", "H", "H", "H", "H", "H", "H", "O", "S", "O", "N", "C", "O", "C", "C", "C", "C", "C", "C", "H", "H", "H", "H", "F", "Te", "F", "F", "F", "F", "O", "C", "Si", "C", "C", "Si", "Te", "Si", "C", "C", "C", "Si", "C", "C", "C", "H", "H", "H", "H", "H", "H", "H", "H", "H", "H", "H", "H", "H", "H", "H", "H", "H", "H", "H", "H", "H", "H", "H", "H", "H", "H", "H"], "coordinates": [[-0.7307, -0.3944, -1.4685], [-4.0811, -4.5281, 0.8808], [-3.9615, -3.0573, 0.9508], [-4.8500, -2.2355, 1.4091], [-4.3251, -1.0018, 1.1786], [-3.1233, -1.0413, 0.6141], [-2.1931, 0.3331, 0.1633], [-2.8605, -2.3566, 0.4884], [-1.7113, -2.8614, -0.1073], [-5.0306, -4.8213, 1.3194], [-3.2736, -5.0263, 1.4186], [-4.0598, -4.8444, -0.1632], [-4.8868, -0.1807, 1.3425], [-1.9079, -3.0591, -1.0888], [-1.4193, -3.6930, 0.3910], [3.9512, -2.2754, -5.4129], [2.7163, -2.8872, -5.0263], [2.5955, -4.3129, -5.0503], [2.2708, -2.3119, -3.5415], [1.2007, -1.5969, -3.6261], [0.8345, -0.8973, -2.5894], [0.5560, -1.5089, -4.9739], [-0.6066, -0.8829, -5.4134], [-0.8597, -0.8341, -6.7824], [-0.0058, -1.4409, -7.6880], [1.1250, -2.1323, -7.2586], [1.3670, -2.1417, -5.9072], [-1.6360, -0.9226, -3.8105], [-1.7592, -0.3338, -7.1151], [-0.2366, -1.3939, -8.7440], [1.7862, -2.6290, -7.9545], [-2.0352, -1.6185, -2.4729], [-4.5104, -0.5721, -2.7198], [-5.0368, 0.8269, -3.9094], [-4.6793, -2.1859, -1.6369], [-6.1063, -0.1478, -1.8432], [-5.0687, -1.6903, -4.0752], [-1.5215, -0.3257, -4.5726], [-0.1189, 3.6062, -0.1448], [1.4393, 3.4573, 0.8496], [2.9932, 3.5312, -0.1603], [1.4780, 4.5608, 2.3482], [1.3862, 1.2600, 2.0986], [1.2448, -0.0723, 0.0553], [3.5538, 0.6192, 2.8837], [3.2552, -0.9695, 3.8219], [4.7186, 0.3788, 1.4484], [4.1330, 1.9986, 4.0046], [-0.4107, 1.1585, 3.6842], [-0.9087, -0.6422, 3.7254], [0.3964, 1.7007, 5.2786], [-1.8188, 2.3065, 3.2627], [-0.0856, 4.5541, -0.6910], [-1.0076, 3.6141, 0.4879], [-0.2176, 2.8061, -0.8795], [2.9763, 4.4638, -0.7331], [3.0779, 2.7084, -0.8708], [3.8863, 3.5422, 0.4659], [1.6337, 5.5844, 1.9903], [2.2944, 4.3189, 3.0298], [0.5380, 4.5344, 2.8999], [2.8035, -1.7366, 3.1898], [2.6152, -0.8180, 4.6930], [4.2125, -1.3581, 4.1786], [4.3694, -0.3580, 0.7236], [5.6750, 0.0161, 1.8352], [4.9131, 1.3135, 0.9203], [3.3892, 2.2552, 4.7610], [4.3704, 2.8994, 3.4347], [5.0436, 1.6970, 4.5284], [-0.0784, -1.2765, 4.0416], [-1.2425, -0.9796, 2.7422], [-1.7281, -0.7783, 4.4362], [1.2030, 1.0325, 5.5845], [-0.3507, 1.7039, 6.0769], [0.7996, 2.7125, 5.2022], [-2.1456, 2.2165, 2.2291], [-1.5438, 3.3462, 3.4518], [-2.6692, 2.0754, 3.9106]], "lowdin_charge": [0.478, 0.018, -0.325, 0.163, 0.054, -0.707, 0.597, -0.087, 0.118, 0.098, 0.090, 0.100, 0.171, 0.091, 0.112, -0.282, 0.644, -0.281, 0.003, -0.467, -0.368, -0.064, -0.245, 0.011, -0.046, -0.030, -0.213, -0.007, 0.125, 0.113, 0.125, -0.577, 1.972, -0.514, -0.498, -0.446, -0.402, 0.004, -0.194, 0.449, -0.190, -0.180, 0.199, 1.036, 0.331, -0.202, -0.212, -0.205, 0.366, -0.197, -0.205, -0.208, 0.056, 0.033, 0.011, 0.054, 0.038, 0.037, 0.061, 0.031, 0.030, 0.035, 0.024, 0.048, 0.015, 0.049, 0.026, 0.022, 0.029, 0.047, 0.034, -0.005, 0.050, 0.025, 0.049, 0.033, -0.027, 0.031, 0.048]}